1.
Below is 10 unconnected molecules or ions with the total composition C36H53Cl2FO27 at a distorted geometry, with properties calculated with ωB97M-V with the def2-TZVPD basis set.

Properties
LUMO level (alpha / beta): -3.9 / -10.2 eV
Expectation value of S²: 0.75
HOMO (alpha / beta): -11.974 / -11.974 eV
Frontier orbital gap (alpha / beta): 8.10 / 1.76 eV

Structure (ORCA input):
```
! wB97M-V def2-TZVPD RIJCOSX def2/J DEFGRID3
* xyz 1 2
C 3.689 25.372 -32.363
C 2.453 26.166 -31.826
C 2.389 27.634 -32.268
O 1.018 27.759 -32.581
C 0.425 26.606 -32.704
O -0.682 26.439 -33.052
O 1.254 25.599 -32.400
H 3.478 24.359 -32.703
H 4.283 25.375 -31.449
H 4.360 25.946 -33.003
H 2.429 26.084 -30.739
H 3.078 28.026 -33.017
H 2.500 28.323 -31.431
C -3.056 31.340 -37.170
C -2.202 31.503 -35.813
C -1.748 32.883 -35.579
O -2.240 33.148 -34.283
C -3.088 32.177 -33.903
O -3.772 32.233 -32.837
O -3.043 31.211 -34.763
H -2.355 31.276 -38.002
H -3.799 32.129 -37.290
H -3.541 30.369 -37.071
H -1.327 30.854 -35.783
H -2.275 33.484 -36.321
H -0.661 32.946 -35.633
C 1.052 30.897 -33.498
C 1.870 32.184 -33.189
C 1.026 33.461 -33.247
O 1.479 34.139 -32.134
C 2.171 33.255 -31.291
O 2.557 33.552 -30.180
O 2.327 32.162 -31.864
H 0.833 30.834 -34.564
H 0.042 30.865 -33.090
H 1.564 29.972 -33.233
H 2.805 32.234 -33.748
H -0.043 33.275 -33.135
H 1.221 34.046 -34.146
C 1.389 32.016 -41.895
C 1.283 30.896 -40.811
C 2.585 30.563 -40.147
O 2.256 30.479 -38.767
C 1.020 30.890 -38.554
O 0.426 30.879 -37.469
O 0.501 31.263 -39.733
H 0.453 32.217 -42.416
H 2.150 31.748 -42.627
H 1.658 32.973 -41.448
H 0.897 29.974 -41.245
H 3.313 31.368 -40.242
H 3.022 29.593 -40.386
C 1.966 30.365 -28.297
C 3.445 30.444 -28.807
C 4.596 30.400 -27.689
O 5.349 29.256 -27.959
C 4.713 28.554 -28.951
O 5.000 27.483 -29.484
O 3.665 29.249 -29.492
H 1.908 29.886 -27.319
H 1.325 29.617 -28.763
H 1.518 31.355 -28.379
H 3.694 31.300 -29.434
H 4.179 30.298 -26.687
H 5.087 31.373 -27.687
C 4.016 29.705 -35.652
C 4.238 28.236 -36.087
C 3.041 27.324 -36.216
O 2.986 27.054 -37.566
C 4.065 27.605 -38.213
O 4.339 27.342 -39.426
O 4.822 28.305 -37.342
H 4.942 30.024 -35.174
H 3.319 29.744 -34.815
H 3.771 30.361 -36.487
H 4.914 27.776 -35.366
H 2.156 27.821 -35.818
H 3.195 26.378 -35.696
C -1.560 33.187 -29.914
C -1.698 34.708 -30.079
C -0.546 35.428 -29.529
O -0.298 36.326 -30.555
C -1.047 36.070 -31.663
O -0.987 36.613 -32.774
O -1.738 34.987 -31.424
H -0.651 32.729 -30.304
H -2.388 32.620 -30.340
H -1.532 33.018 -28.838
H -2.597 34.966 -29.518
H 0.308 34.756 -29.437
H -0.744 35.912 -28.573
C 5.060 37.042 -27.770
C 5.417 36.177 -29.032
C 4.486 36.448 -30.187
O 5.333 36.942 -31.199
C 6.573 37.031 -30.761
O 7.527 37.326 -31.475
O 6.647 36.710 -29.458
H 4.947 38.108 -27.971
H 5.815 36.982 -26.986
H 4.045 36.834 -27.431
H 5.505 35.114 -28.805
H 3.702 37.139 -29.878
H 3.946 35.559 -30.514
C 4.068 34.377 -36.180
Cl 3.477 33.682 -37.704
Cl 5.105 33.109 -35.437
H 4.626 35.291 -36.383
H 3.186 34.723 -35.640
C -3.156 29.408 -31.579
C -1.694 29.508 -31.099
O -1.553 28.312 -30.348
C -2.655 27.727 -30.134
O -2.746 26.642 -29.560
O -3.686 28.414 -30.717
F -1.488 30.499 -30.265
H -3.182 29.071 -32.615
H -3.663 30.355 -31.396
H -0.880 29.454 -31.822
*
```

=====

2.
Below is a molecular structure, C36H53GeN8PdS3Si3, with properties calculated with ωB97M-V with the def2-TZVPD basis set.

Properties
LUMO level (alpha / beta): -6.0 / -7.9 eV
Expectation value of S²: 0.75
HOMO (alpha / beta): -11.627 / -11.621 eV
ΔE to the lowest compared entry with this formula, charge and spin: 0.0000 eV
Frontier orbital gap (alpha / beta): 5.67 / 3.68 eV

Structure (ORCA input):
```
! wB97M-V def2-TZVPD RIJCOSX def2/J DEFGRID3
* xyz 2 2
Pd -0.323 0.495 -0.269
C -1.003 2.779 4.678
N -0.618 1.640 3.846
C -0.007 0.499 4.520
C -0.832 1.588 2.519
N -0.732 0.507 1.810
N -1.193 2.809 1.950
C -1.578 3.089 0.654
N -1.804 4.395 0.420
N -1.769 2.150 -0.219
H -1.183 2.422 5.688
H -1.933 3.225 4.328
H -0.214 3.536 4.719
H 0.454 0.847 5.440
H 0.778 0.067 3.899
H -0.745 -0.268 4.770
H -0.521 -0.311 2.361
H -0.956 3.614 2.507
H -1.553 5.108 1.083
H -2.028 4.701 -0.511
H -1.985 2.523 -1.137
C 1.899 -3.136 -0.957
C 2.986 -2.964 -0.116
C 3.082 -1.813 0.646
C 2.095 -0.831 0.573
C 0.978 -1.024 -0.251
C 0.897 -2.173 -1.020
C 2.307 0.490 1.190
C 3.109 0.670 2.345
C 3.253 1.920 2.865
C 2.652 3.025 2.215
C 2.794 4.359 2.664
C 2.249 5.390 1.950
C 1.553 5.130 0.749
C 1.380 3.847 0.304
C 1.911 2.766 1.043
N 1.713 1.497 0.585
H 1.837 -4.019 -1.582
H 3.776 -3.703 -0.085
H 3.966 -1.648 1.248
H 0.079 -2.315 -1.715
H 3.574 -0.185 2.814
H 3.840 2.084 3.761
H 3.365 4.552 3.564
H 2.380 6.411 2.282
H 1.182 5.961 0.162
H 0.880 3.628 -0.633
S 5.533 -0.672 -3.128
C 3.929 -0.390 -3.250
S 3.063 0.811 -2.311
C 1.564 0.228 -2.958
N 1.694 -0.689 -3.850
N 2.997 -1.002 -4.051
C 3.279 -2.038 -5.002
C 2.517 -3.196 -4.972
C 2.767 -4.197 -5.898
C 3.774 -4.036 -6.838
C 4.524 -2.869 -6.861
C 4.277 -1.858 -5.945
S -0.014 0.818 -2.500
H 1.726 -3.298 -4.241
H 2.177 -5.103 -5.883
H 3.972 -4.820 -7.557
H 5.303 -2.739 -7.600
H 4.856 -0.946 -5.957
C -4.759 -1.946 -2.879
Si -3.085 -1.137 -3.050
C -3.224 0.464 -3.985
C -1.885 -2.354 -3.794
Ge -2.267 -0.950 -0.663
Si -4.577 0.183 0.081
C -4.187 0.444 1.883
C -5.966 -1.029 -0.158
C -4.970 1.753 -0.829
Si -2.133 -3.023 0.689
C -0.962 -2.827 2.134
C -3.833 -3.454 1.343
C -1.624 -4.442 -0.418
H -4.968 -2.441 -3.833
H -5.559 -1.225 -2.708
H -4.807 -2.714 -2.105
H -3.538 0.195 -4.999
H -2.278 0.994 -4.068
H -3.985 1.133 -3.584
H -2.348 -2.690 -4.729
H -1.735 -3.242 -3.177
H -0.920 -1.911 -4.025
H -3.992 -0.493 2.407
H -5.081 0.898 2.325
H -3.350 1.117 2.028
H -5.707 -2.079 -0.086
H -6.488 -0.858 -1.098
H -6.670 -0.815 0.655
H -4.221 2.534 -0.723
H -5.903 2.117 -0.383
H -5.174 1.580 -1.884
H -1.348 -2.135 2.885
H 0.041 -2.530 1.820
H -0.879 -3.803 2.621
H -4.277 -2.706 2.000
H -3.711 -4.369 1.931
H -4.535 -3.690 0.544
H -0.566 -4.434 -0.667
H -2.205 -4.488 -1.341
H -1.832 -5.362 0.137
*
```

=====

3.
Below is a molecular structure, C36H53InN2O4SSi at a distorted geometry, with properties calculated with ωB97M-V with the def2-TZVPD basis set.

Properties
LUMO level: 0.1 eV
HOMO: -7.571 eV
ΔE to the lowest compared entry with this formula, charge and spin: 0.5869 eV
Frontier orbital gap: 7.62 eV

Structure (ORCA input):
```
! wB97M-V def2-TZVPD RIJCOSX def2/J DEFGRID3
* xyz 0 1
In -0.515 0.426 -0.400
C 0.505 3.646 1.161
C -0.479 4.125 0.242
C -0.331 3.457 -0.947
C 0.731 2.491 -0.793
C 1.256 2.679 0.540
H 0.643 4.005 2.170
H -1.205 4.898 0.453
H -0.886 3.628 -1.860
H 1.348 2.150 -1.612
H 2.128 2.185 0.942
O -0.198 -2.015 -1.384
H -0.070 -2.660 -0.679
H 0.678 -1.979 -1.856
O -0.239 -0.477 1.915
C 0.980 -0.573 1.698
N 1.928 -0.855 2.617
C 3.252 -0.843 2.017
C 2.875 -0.459 0.553
O 3.694 -0.267 -0.323
N 1.519 -0.390 0.467
C 4.168 0.210 2.608
C 5.516 0.209 2.255
C 6.380 1.149 2.790
C 5.910 2.101 3.685
C 4.565 2.125 4.015
C 3.695 1.188 3.475
C 3.836 -2.251 2.079
C 3.655 -3.154 1.036
C 4.103 -4.461 1.159
C 4.727 -4.879 2.323
C 4.907 -3.984 3.368
C 4.460 -2.678 3.248
H 1.745 -1.027 3.589
H 5.875 -0.539 1.561
H 7.424 1.139 2.507
H 6.589 2.826 4.115
H 4.186 2.879 4.694
H 2.645 1.224 3.733
H 3.179 -2.833 0.116
H 3.956 -5.155 0.341
H 5.073 -5.901 2.417
H 5.389 -4.306 4.282
H 4.602 -1.979 4.063
O 2.153 -1.624 -2.717
S 2.114 -0.124 -2.664
C 3.395 0.394 -3.882
C 2.706 0.945 -5.126
C 1.374 0.213 -5.234
C 0.768 0.320 -3.848
H 3.950 -0.522 -4.081
H 4.043 1.114 -3.384
H 3.320 0.790 -6.014
H 2.530 2.017 -5.018
H 1.546 -0.841 -5.464
H 0.727 0.632 -6.005
H -0.066 -0.359 -3.667
H 0.474 1.347 -3.615
C -2.961 2.069 1.819
C -3.853 1.707 0.622
C -3.798 2.887 -0.354
C -5.304 1.558 1.101
Si -3.193 0.078 -0.206
C -3.727 -0.106 -2.075
C -3.290 -1.475 -2.615
C -3.050 0.959 -2.951
C -5.247 0.031 -2.242
C -3.538 -1.513 0.866
C -2.509 -2.606 0.547
C -3.398 -1.231 2.368
C -4.946 -2.057 0.594
H -3.302 3.012 2.259
H -1.921 2.206 1.509
H -2.986 1.311 2.600
H -4.084 3.800 0.177
H -4.492 2.764 -1.187
H -2.788 3.027 -0.738
H -5.642 2.507 1.528
H -5.409 0.793 1.871
H -5.973 1.306 0.276
H -2.229 -1.652 -2.433
H -3.457 -1.511 -3.696
H -3.861 -2.291 -2.170
H -1.979 1.028 -2.747
H -3.486 1.946 -2.808
H -3.172 0.694 -4.006
H -5.787 -0.727 -1.673
H -5.513 -0.088 -3.297
H -5.600 1.012 -1.921
H -1.517 -2.268 0.850
H -2.490 -2.877 -0.508
H -2.747 -3.506 1.124
H -2.415 -0.820 2.595
H -3.494 -2.176 2.912
H -4.169 -0.557 2.742
H -5.050 -2.415 -0.431
H -5.714 -1.301 0.772
H -5.143 -2.901 1.262
*
```

=====

4.
Below is a molecular structure, C36H54FN14O8PSc at a distorted geometry, with properties calculated with ωB97M-V with the def2-TZVPD basis set.

Properties
LUMO level: -7.1 eV
HOMO: -14.216 eV
ΔE to the lowest compared entry with this formula, charge and spin: 1.0844 eV
Frontier orbital gap: 7.10 eV

Structure (ORCA input):
```
! wB97M-V def2-TZVPD RIJCOSX def2/J DEFGRID3
* xyz 3 1
Sc -0.443 0.101 -0.236
O 1.080 0.941 -1.239
C 1.377 2.229 -1.458
C 2.706 2.675 -1.393
C 3.043 3.985 -1.663
C 2.059 4.915 -1.972
C 0.744 4.507 -2.036
C 0.381 3.175 -1.800
C -1.005 2.771 -1.920
N -1.596 1.752 -1.283
C -2.918 1.801 -1.655
C -3.122 2.830 -2.522
N -1.910 3.430 -2.680
H 3.488 1.974 -1.148
H 4.077 4.293 -1.618
H 2.324 5.941 -2.171
H -0.024 5.237 -2.240
H -3.640 1.121 -1.248
H -4.002 3.170 -3.029
H -1.717 4.203 -3.300
N 3.609 -1.964 0.075
C 2.309 -2.107 0.749
C 1.677 -3.454 0.400
C 0.305 -3.628 1.057
N -0.684 -2.721 0.438
C 0.388 -3.381 2.560
C 1.007 -2.026 2.889
N 0.150 -0.921 2.399
C 2.401 -1.935 2.266
H 3.341 -1.224 -1.329
H 4.100 -2.855 0.062
H 4.204 -1.323 0.595
H 1.636 -1.308 0.365
H 2.328 -4.265 0.732
H 1.572 -3.525 -0.683
H -0.003 -4.673 0.903
H -1.525 -2.763 1.010
H -0.917 -3.117 -0.470
H 0.999 -4.161 3.012
H -0.608 -3.448 2.999
H 1.117 -1.966 3.981
H 0.396 -0.091 2.935
H -0.809 -1.146 2.657
H 3.033 -2.715 2.694
H 2.856 -0.970 2.500
N 4.264 0.202 -2.477
N 3.104 -0.595 -2.190
H 4.073 0.859 -3.226
H 5.040 -0.390 -2.759
H 2.759 -1.190 -2.972
H 2.303 0.044 -1.882
F -0.572 -6.742 -2.112
C 0.103 -5.692 -2.575
C -0.567 -4.629 -3.055
N 0.071 -3.503 -3.505
C -0.699 -2.299 -3.752
C -0.881 -1.542 -2.425
O -2.022 -1.178 -2.030
O 0.135 -1.354 -1.732
C 1.448 -3.443 -3.550
O 2.038 -2.443 -3.915
N 2.099 -4.560 -3.117
C 1.569 -5.724 -2.532
O 2.276 -6.560 -2.053
H -1.644 -4.633 -3.129
H -1.655 -2.548 -4.210
H -0.120 -1.662 -4.428
H 3.111 -4.558 -3.219
C -1.103 1.220 7.768
C 0.177 1.540 7.063
C 0.607 0.817 5.960
C 1.806 1.105 5.327
C 2.598 2.151 5.785
N 3.838 2.489 5.216
C 4.379 2.277 3.992
O 5.561 2.321 3.768
N 3.519 1.945 2.918
C 2.235 2.312 2.613
C 1.491 3.306 3.264
C 0.185 3.514 2.864
C -0.377 2.716 1.877
N 0.315 1.767 1.241
C 1.597 1.618 1.578
C 2.180 2.875 6.902
C 0.989 2.572 7.526
H -1.559 0.314 7.375
H -1.810 2.043 7.671
H -0.920 1.078 8.831
H 0.008 -0.010 5.602
H 2.149 0.484 4.511
H 4.529 2.824 5.879
H 4.065 1.585 2.143
H 1.932 3.913 4.037
H -0.397 4.301 3.317
H -1.406 2.846 1.565
H 2.165 0.902 0.996
H 2.806 3.666 7.286
H 0.689 3.135 8.395
N -5.001 -0.411 3.605
C -4.579 0.422 2.459
P -3.598 -0.772 1.354
O -3.438 -1.956 2.250
O -2.362 -0.157 0.770
C -4.831 -1.212 -0.009
N -4.220 -2.143 -0.978
H -6.011 -0.591 3.626
H -4.733 -0.026 4.516
H -4.464 -1.324 3.425
H -3.889 1.201 2.786
H -5.425 0.906 1.975
H -5.166 -0.316 -0.528
H -5.691 -1.695 0.461
H -3.331 -1.718 -1.437
H -4.880 -2.368 -1.733
H -3.958 -3.014 -0.502
*
```